1.
{"formula": "C16H44O8", "method": "ωB97M-V/def2-TZVPD", "species": ["C", "C", "O", "O", "H", "H", "H", "H", "H", "H", "C", "C", "O", "O", "H", "H", "H", "H", "H", "H", "C", "C", "C", "O", "H", "H", "H", "H", "H", "H", "H", "H", "C", "C", "C", "O", "H", "H", "H", "H", "H", "H", "H", "H", "C", "C", "C", "O", "H", "H", "H", "H", "H", "H", "H", "H", "C", "C", "C", "O", "H", "H", "H", "H", "H", "H", "H", "H"], "positions_angstrom": [[1.028, -0.070, 0.440], [1.925, 0.702, -0.711], [2.430, -0.262, -1.527], [0.389, 0.905, 1.259], [1.737, -0.616, 1.062], [0.366, -0.718, -0.136], [2.762, 0.982, -0.064], [1.328, 1.383, -1.133], [1.633, -0.614, -2.081], [-0.305, 1.419, 0.648], [1.819, -3.674, -0.129], [1.285, -3.928, -1.538], [0.241, -2.873, -1.776], [2.893, -4.656, 0.001], [1.067, -3.902, 0.509], [2.326, -2.634, -0.128], [0.829, -4.788, -1.816], [2.380, -3.858, -2.052], [0.383, -2.468, -2.583], [2.989, -4.557, 0.951], [-3.070, 3.539, -1.852], [-1.555, 3.240, -1.511], [-0.977, 3.964, -0.357], [-1.517, 1.894, -1.155], [-3.732, 3.377, -0.955], [-3.569, 2.806, -2.543], [-3.180, 4.429, -2.335], [-1.051, 3.347, -2.337], [0.204, 3.754, -0.335], [-1.345, 3.579, 0.724], [-0.878, 5.003, -0.554], [-1.957, 1.358, -1.932], [3.254, -0.339, 4.372], [1.712, -0.746, 4.165], [1.325, -1.545, 5.413], [0.912, 0.378, 4.138], [3.318, 0.015, 5.291], [3.466, 0.267, 3.468], [3.762, -1.259, 4.208], [1.751, -1.282, 3.329], [0.285, -1.939, 5.282], [1.735, -1.316, 6.501], [1.859, -2.424, 5.239], [0.595, 0.753, 3.220], [-2.623, -0.554, 3.172], [-3.859, 0.216, 2.820], [-3.573, 1.214, 1.637], [-4.868, -0.703, 2.454], [-2.572, -1.506, 3.768], [-2.033, 0.148, 3.748], [-2.020, -0.950, 2.344], [-4.119, 0.650, 3.775], [-3.087, 2.123, 1.946], [-4.577, 1.360, 0.999], [-3.059, 0.659, 0.954], [-4.319, -1.202, 1.797], [0.407, 1.332, -5.216], [0.452, -0.087, -4.806], [1.844, -0.744, -4.865], [0.014, -0.243, -3.437], [0.761, 1.650, -6.055], [0.892, 1.934, -4.508], [-0.631, 1.570, -5.261], [-0.127, -0.711, -5.448], [2.006, -1.701, -4.537], [2.800, -0.397, -4.511], [2.235, -0.869, -5.849], [-0.814, 0.173, -3.591]], "lumo_ha": 0.0004, "homo_lumo_gap_ev": 8.964, "multiplicity": 1, "smiles": "CC(C)O.CC(C)O.CC(C)O.CC(C)O.OCCO.OCCO", "homo_ev": -9.0}

2.
{"formula": "C15H23N3O", "method": "ωB97M-V/def2-TZVPD", "species": ["C", "C", "C", "C", "C", "C", "C", "H", "H", "N", "C", "O", "N", "H", "C", "H", "H", "C", "N", "C", "C", "C", "C", "C", "H", "H", "H", "H", "H", "H", "H", "H", "H", "H", "H", "H", "H", "H", "H", "H", "H", "H"], "positions_angstrom": [[0.301, 6.398, -0.563], [-0.066, 4.959, -0.355], [-0.772, 4.264, -1.330], [-1.128, 2.944, -1.142], [-0.787, 2.280, 0.035], [-0.078, 2.966, 1.014], [0.271, 4.288, 0.812], [0.821, 4.807, 1.584], [0.187, 2.462, 1.928], [-1.164, 0.940, 0.159], [-1.034, 0.118, 1.251], [-0.589, 0.452, 2.330], [-1.458, -1.165, 1.048], [-1.423, -1.738, 1.877], [-1.832, -1.830, -0.174], [-2.915, -1.735, -0.350], [-1.306, -1.383, -1.022], [-1.492, -3.338, -0.128], [-0.116, -3.738, -0.162], [0.672, -3.382, -1.320], [1.530, -2.123, -1.134], [2.419, -2.291, 0.095], [1.546, -2.565, 1.316], [0.662, -3.792, 1.055], [1.320, -4.669, 0.971], [-0.011, -3.964, 1.897], [0.937, -1.687, 1.529], [2.169, -2.758, 2.191], [3.100, -3.131, -0.064], [3.019, -1.393, 0.254], [0.900, -1.242, -0.997], [2.138, -1.967, -2.027], [1.347, -4.223, -1.527], [0.004, -3.270, -2.177], [-1.943, -3.767, 0.771], [-1.986, -3.795, -0.995], [-1.683, 0.580, -0.628], [-1.677, 2.420, -1.914], [-1.045, 4.763, -2.249], [0.702, 6.553, -1.564], [1.041, 6.719, 0.165], [-0.581, 7.030, -0.456]], "lumo_ha": 0.0255, "homo_lumo_gap_ev": 8.763, "multiplicity": 1, "smiles": "Cc1ccc(NC(=O)NCCN2CCCCC2)cc1", "homo_ev": -8.1}

3.
{"formula": "C33H41N5O7ReSe", "method": "ωB97M-V/def2-TZVPD", "species": ["Re", "C", "N", "C", "C", "O", "C", "O", "C", "C", "O", "N", "C", "C", "H", "H", "H", "H", "H", "H", "H", "H", "H", "H", "H", "H", "H", "H", "H", "H", "O", "C", "O", "C", "C", "C", "C", "C", "C", "C", "C", "C", "N", "H", "H", "H", "H", "H", "H", "C", "N", "C", "C", "N", "C", "C", "Se", "H", "H", "H", "H", "H", "H", "H", "H", "C", "C", "C", "C", "C", "C", "C", "C", "C", "C", "O", "O", "H", "H", "H", "H", "H", "H", "H", "H", "H", "H", "H"], "positions_angstrom": [[-0.237, -1.076, -0.033], [2.214, 2.267, -1.801], [2.604, 2.047, -0.398], [3.758, 2.820, 0.071], [1.918, 1.261, 0.392], [0.876, 0.683, -0.022], [2.357, 1.063, 1.833], [1.469, 0.216, 2.502], [0.425, 0.811, 3.222], [-0.943, 0.357, 2.736], [-1.111, -0.385, 1.729], [-1.989, 0.766, 3.418], [-3.346, 0.391, 2.987], [-1.885, 1.623, 4.607], [1.994, 3.322, -1.948], [3.046, 1.977, -2.443], [1.331, 1.689, -2.047], [3.451, 3.825, 0.361], [4.254, 2.338, 0.907], [4.470, 2.899, -0.746], [3.336, 0.579, 1.840], [2.461, 2.030, 2.331], [0.525, 0.511, 4.265], [0.461, 1.905, 3.185], [-3.387, 0.375, 1.904], [-3.615, -0.579, 3.409], [-4.036, 1.146, 3.353], [-1.004, 1.393, 5.199], [-1.868, 2.675, 4.323], [-2.756, 1.445, 5.229], [1.193, -3.296, -3.008], [0.472, -2.744, -2.233], [0.713, -1.549, -1.685], [-0.848, -3.303, -1.792], [-1.455, -4.336, -2.490], [-2.716, -4.713, -2.118], [-3.368, -4.054, -1.060], [-4.693, -4.388, -0.684], [-5.307, -3.724, 0.332], [-4.614, -2.705, 1.024], [-3.334, -2.364, 0.693], [-2.689, -3.025, -0.368], [-1.405, -2.685, -0.753], [-0.917, -4.788, -3.312], [-3.229, -5.513, -2.641], [-5.203, -5.176, -1.224], [-6.323, -3.970, 0.611], [-5.111, -2.182, 1.831], [-2.823, -1.579, 1.227], [3.699, -1.954, -0.846], [3.870, -2.406, 0.537], [5.108, -2.667, 1.098], [4.892, -3.127, 2.343], [3.525, -3.139, 2.533], [2.865, -3.583, 3.766], [2.906, -2.702, 1.420], [1.023, -2.783, 1.322], [4.632, -1.499, -1.167], [2.896, -1.230, -0.905], [3.458, -2.790, -1.497], [6.026, -2.510, 0.556], [5.584, -3.450, 3.102], [3.616, -3.639, 4.548], [2.414, -4.561, 3.622], [2.095, -2.869, 4.043], [0.208, 5.162, -4.613], [-0.330, 4.180, -3.606], [-0.713, 2.902, -3.993], [-1.214, 1.972, -3.091], [-1.625, 0.621, -3.636], [-1.342, 2.344, -1.741], [-0.981, 3.640, -1.326], [-1.100, 4.136, 0.098], [-0.477, 4.526, -2.270], [-1.808, 1.378, -0.715], [-2.428, 1.688, 0.271], [-1.521, 0.068, -0.980], [0.891, 4.674, -5.311], [0.733, 5.985, -4.128], [-0.603, 5.592, -5.205], [-0.637, 2.622, -5.039], [-1.792, 0.699, -4.708], [-2.537, 0.249, -3.173], [-0.844, -0.124, -3.470], [-0.597, 3.469, 0.806], [-2.140, 4.186, 0.415], [-0.662, 5.130, 0.178], [-0.207, 5.529, -1.952]], "lumo_ha": [-0.2008, -0.2351], "homo_lumo_gap_ev": [7.686, 6.774], "multiplicity": 4, "charge": 2, "homo_ev": [-13.2, -13.2]}

4.
{"formula": "C32H72N8O28", "method": "ωB97M-V/def2-TZVPD", "species": ["C", "N", "O", "O", "H", "H", "H", "C", "N", "O", "O", "H", "H", "H", "C", "N", "O", "O", "H", "H", "H", "C", "N", "O", "O", "H", "H", "H", "C", "N", "O", "O", "H", "H", "H", "C", "N", "O", "O", "H", "H", "H", "C", "N", "O", "O", "H", "H", "H", "C", "N", "O", "O", "H", "H", "H", "O", "C", "O", "C", "C", "C", "H", "H", "H", "H", "H", "H", "H", "H", "O", "C", "O", "C", "C", "C", "H", "H", "H", "H", "H", "H", "H", "H", "O", "C", "O", "C", "C", "C", "H", "H", "H", "H", "H", "H", "H", "H", "O", "C", "O", "C", "C", "C", "H", "H", "H", "H", "H", "H", "H", "H", "O", "C", "O", "C", "C", "C", "H", "H", "H", "H", "H", "H", "H", "H", "O", "C", "O", "C", "C", "C", "H", "H", "H", "H", "H", "H", "H", "H"], "positions_angstrom": [[-3.886, 3.897, -0.330], [-4.529, 4.110, -1.677], [-5.205, 5.099, -1.841], [-4.318, 3.256, -2.517], [-3.341, 2.968, -0.414], [-4.735, 3.806, 0.341], [-3.262, 4.750, -0.091], [-1.740, 8.162, -2.245], [-2.045, 7.589, -0.916], [-1.318, 6.709, -0.508], [-2.993, 8.021, -0.319], [-1.545, 9.227, -2.208], [-2.576, 7.917, -2.897], [-0.874, 7.630, -2.628], [-0.060, 3.657, -4.566], [-0.462, 4.988, -4.021], [0.342, 5.578, -3.343], [-1.567, 5.382, -4.280], [-0.010, 3.726, -5.650], [-0.850, 2.952, -4.330], [0.890, 3.467, -4.080], [1.812, 6.565, -0.185], [2.932, 7.214, -0.909], [2.848, 8.404, -1.127], [3.866, 6.503, -1.211], [1.446, 5.700, -0.725], [1.000, 7.263, -0.024], [2.174, 6.302, 0.808], [0.492, -4.841, -2.971], [0.245, -3.384, -3.218], [1.180, -2.631, -3.069], [-0.872, -3.090, -3.573], [1.503, -4.911, -2.586], [0.399, -5.342, -3.929], [-0.265, -5.150, -2.258], [-4.435, -0.029, -2.254], [-5.272, 0.021, -1.033], [-4.873, 0.750, -0.153], [-6.255, -0.673, -0.953], [-4.707, 0.860, -2.825], [-4.621, -0.900, -2.870], [-3.403, 0.068, -1.935], [4.694, -2.463, -1.611], [5.300, -3.794, -1.846], [5.654, -4.444, -0.884], [5.317, -4.189, -2.997], [3.621, -2.621, -1.493], [4.903, -1.726, -2.371], [4.993, -2.156, -0.610], [-0.055, 0.014, -4.954], [1.298, 0.573, -4.779], [1.936, 0.768, -5.791], [1.712, 0.699, -3.655], [-0.186, -0.748, -4.193], [-0.174, -0.414, -5.942], [-0.789, 0.806, -4.825], [-2.318, 2.871, 1.964], [-2.011, 1.991, 2.715], [-1.335, 2.179, 3.857], [-0.753, 3.460, 4.087], [0.754, 3.343, 4.185], [-2.316, 0.536, 2.491], [-1.177, 3.889, 4.995], [-1.007, 4.150, 3.283], [1.040, 2.550, 4.879], [1.220, 4.250, 4.572], [1.177, 3.129, 3.204], [-2.470, 0.100, 3.472], [-1.553, 0.049, 1.885], [-3.193, 0.518, 1.842], [-2.251, -3.085, -0.771], [-3.317, -3.593, -0.530], [-4.063, -3.308, 0.525], [-3.655, -2.296, 1.444], [-2.773, -2.889, 2.533], [-3.985, -4.519, -1.512], [-4.586, -1.896, 1.847], [-3.156, -1.457, 0.961], [-3.275, -3.761, 2.948], [-2.524, -2.148, 3.287], [-1.831, -3.194, 2.071], [-4.667, -3.954, -2.149], [-4.633, -5.266, -1.054], [-3.167, -4.965, -2.068], [3.887, -3.092, 1.690], [3.986, -4.288, 1.771], [3.011, -5.138, 1.452], [1.732, -4.646, 1.022], [0.995, -5.889, 0.532], [5.262, -4.990, 2.131], [1.807, -3.851, 0.285], [1.237, -4.327, 1.943], [0.800, -6.608, 1.326], [1.634, -6.419, -0.179], [0.049, -5.620, 0.059], [5.609, -5.531, 1.251], [5.120, -5.780, 2.868], [5.978, -4.235, 2.431], [-0.394, -6.139, 5.788], [-0.842, -5.615, 4.802], [-0.542, -4.381, 4.415], [0.133, -3.500, 5.307], [0.983, -2.477, 4.582], [-1.766, -6.325, 3.859], [0.672, -4.046, 6.080], [-0.601, -2.911, 5.871], [1.192, -1.684, 5.305], [0.500, -2.015, 3.720], [1.971, -2.812, 4.265], [-2.807, -6.029, 3.999], [-1.743, -7.395, 4.037], [-1.469, -6.078, 2.840], [-1.418, 1.851, -2.235], [-0.716, 2.056, -1.273], [-0.204, 1.104, -0.514], [-0.454, -0.259, -0.872], [0.416, -1.169, -0.042], [-0.433, 3.451, -0.793], [-0.333, -0.552, -1.914], [-1.510, -0.418, -0.627], [1.455, -1.161, -0.397], [0.126, -2.206, -0.221], [0.477, -0.951, 1.024], [0.055, 3.425, 0.179], [-1.320, 4.068, -0.729], [0.204, 3.927, -1.540], [3.746, 0.510, -1.381], [3.626, 1.617, -0.911], [4.212, 1.993, 0.231], [4.532, 0.924, 1.143], [3.312, 0.561, 1.974], [2.879, 2.687, -1.650], [5.268, 1.324, 1.838], [5.016, 0.115, 0.602], [3.589, -0.338, 2.530], [2.385, 0.407, 1.424], [3.128, 1.390, 2.657], [3.516, 3.053, -2.452], [2.610, 3.535, -1.016], [1.925, 2.295, -1.980]], "lumo_ha": -0.0070, "homo_lumo_gap_ev": 10.127, "multiplicity": 1, "homo_ev": -10.3}

Number 1: electronic energy -1237.607159 a.u.. Number 2: electronic energy -824.911013 a.u.. Number 3: electronic energy -4561.917262 a.u.. Number 4: electronic energy -3806.584749 a.u..